DFT (ωB97M-V/def2-TZVPD) results for C19H19Cl2CrN4O7S as an isolated structure.

- Net charge: -1
- Spin multiplicity: 5
- Highest occupied orbital energy (spin up / spin down): -4.85 / -5.76 eV
- DFT total energy: -3844.3977 Eh
- Relative energy (zero: lowest compared OMol25 entry of this formula, charge and spin): 30.42 kJ/mol
- <S²>: 6.01
- Orbital gap (spin up / spin down): 7.2 / 8.1 eV

CARTESIAN COORDINATES (ANGSTROEM)
Cr  0.956  0.871  -0.429
O  2.732  0.676  -4.027
C  1.875  0.584  -3.162
O  1.725  1.406  -2.174
C  0.813  -0.530  -3.302
C  -0.605  -0.013  -3.010
C  -1.659  -0.952  -3.605
C  -1.588  -2.150  -2.624
C  -0.499  -1.684  -1.655
O  -0.749  -0.263  -1.597
C  0.888  -1.759  -2.328
C  1.992  -1.779  -1.261
O  2.757  -2.734  -1.212
O  1.972  -0.814  -0.408
H  0.897  -0.881  -4.330
H  -0.755  1.047  -3.203
H  -1.423  -1.223  -4.634
H  -2.643  -0.483  -3.585
H  -1.326  -3.090  -3.108
H  -2.531  -2.282  -2.094
H  -0.555  -2.093  -0.649
H  0.995  -2.682  -2.895
N  4.676  -2.316  4.110
C  3.400  -1.858  3.771
C  2.744  -2.360  2.649
C  1.506  -1.868  2.287
C  0.918  -0.854  3.029
C  1.561  -0.347  4.150
C  2.793  -0.851  4.524
S  -0.626  -0.165  2.533
O  -1.370  -1.209  1.870
O  -1.211  0.480  3.679
N  -0.140  0.909  1.415
C  -0.735  2.081  1.132
N  -1.694  2.704  1.833
C  -2.129  3.845  1.326
C  -1.670  4.415  0.142
C  -0.671  3.714  -0.513
N  -0.206  2.581  -0.025
H  4.917  -3.212  3.718
H  4.897  -2.257  5.091
H  3.216  -3.117  2.033
H  1.004  -2.259  1.416
H  1.085  0.437  4.723
H  3.300  -0.456  5.397
H  -2.902  4.346  1.903
H  -2.055  5.349  -0.238
H  -0.229  4.056  -1.442
Cl  -4.987  2.239  -2.663
C  -4.820  1.844  -0.932
Cl  -3.385  0.896  -0.595
H  -5.699  1.282  -0.640
H  -4.756  2.782  -0.392

---

DFT (ωB97M-V/def2-TZVPD) results for one molecule with the formula C19H19ClN2O6S.

- Spin multiplicity: 1
- Highest occupied orbital energy: -8.67 eV
- DFT total energy: -2154.7743 Eh
- Relative energy (zero: lowest compared OMol25 entry of this formula, charge and spin): 8.98 kJ/mol
- Orbital gap: 9.0 eV

CARTESIAN COORDINATES (ANGSTROEM)
C  -5.414  -0.414  -2.015
O  -4.627  0.643  -1.518
C  -3.727  0.378  -0.536
C  -2.956  1.460  -0.107
C  -1.998  1.293  0.871
C  -1.787  0.050  1.455
C  -0.733  -0.132  2.518
N  0.184  -1.214  2.221
C  1.457  -1.009  1.828
O  1.941  0.098  1.710
C  2.248  -2.299  1.621
C  1.714  -3.195  0.516
S  2.455  -2.687  -1.080
O  1.832  -3.436  -2.134
O  3.881  -2.785  -0.949
C  2.031  -0.945  -1.195
C  3.044  -0.022  -1.013
C  2.747  1.328  -0.934
C  1.413  1.744  -1.079
C  0.405  0.818  -1.298
C  0.718  -0.532  -1.331
Cl  -0.535  -1.683  -1.539
N  1.140  3.105  -1.024
C  2.040  4.029  -0.587
O  1.794  5.210  -0.554
C  3.346  3.422  -0.091
O  3.738  2.234  -0.752
C  -2.572  -1.016  1.042
C  -3.530  -0.865  0.055
H  -4.794  -1.208  -2.442
H  -6.031  0.022  -2.798
H  -6.060  -0.832  -1.237
H  -3.131  2.423  -0.561
H  -1.403  2.137  1.187
H  -1.207  -0.334  3.486
H  -0.127  0.773  2.602
H  -0.175  -2.153  2.275
H  3.279  -2.034  1.377
H  2.254  -2.838  2.572
H  0.636  -3.154  0.388
H  2.028  -4.228  0.644
H  4.059  -0.369  -0.911
H  -0.618  1.139  -1.415
H  0.215  3.427  -1.276
H  4.158  4.138  -0.229
H  3.224  3.224  0.986
H  -2.444  -1.989  1.493
H  -4.112  -1.722  -0.244

---

DFT (ωB97M-V/def2-TZVPD) results for one molecule with the formula C19H19ClN6O3S2 in a non-equilibrium geometry.

- Spin multiplicity: 1
- Highest occupied orbital energy: -7.94 eV
- DFT total energy: -2546.2501 Eh
- Relative energy (zero: lowest compared OMol25 entry of this formula, charge and spin): 2.27 kJ/mol
- Orbital gap: 7.4 eV

CARTESIAN COORDINATES (ANGSTROEM)
H  4.116  6.637  0.921
N  3.959  5.633  0.900
C  4.809  4.896  0.318
N  5.874  5.609  -0.213
C  4.648  3.429  0.309
C  5.614  2.588  -0.279
C  5.480  1.192  -0.297
C  4.368  0.617  0.314
N  4.267  -0.755  0.211
C  3.412  1.393  0.945
C  2.174  0.780  1.569
N  1.284  0.374  0.468
C  0.544  1.333  -0.344
C  -0.602  0.499  -0.889
C  -0.252  -0.983  -0.837
N  -1.461  -1.773  -0.478
S  -2.368  -2.374  -1.803
O  -2.423  -1.353  -2.837
O  -1.757  -3.641  -2.196
C  -3.964  -2.684  -1.033
C  -4.511  -3.889  -0.642
C  -5.871  -3.712  -0.048
N  -6.567  -4.699  0.546
C  -7.802  -4.463  1.007
Cl  -8.749  -5.771  1.682
C  -8.338  -3.160  0.963
C  -7.569  -2.118  0.463
C  -6.308  -2.401  -0.082
S  -5.077  -1.343  -0.790
C  0.865  -0.938  0.210
O  1.401  -1.900  0.753
C  3.548  2.798  0.948
H  5.703  6.573  -0.378
H  6.588  5.098  -0.771
H  6.531  2.981  -0.716
H  6.197  0.579  -0.792
H  3.457  -1.177  0.723
H  5.112  -1.310  0.065
H  1.659  1.525  2.222
H  2.519  -0.065  2.190
H  1.204  1.727  -1.142
H  0.167  2.119  0.243
H  -0.898  0.816  -1.902
H  -1.461  0.696  -0.236
H  0.181  -1.279  -1.805
H  -1.221  -2.604  0.031
H  -3.994  -4.830  -0.740
H  -9.326  -2.977  1.308
H  -7.930  -1.090  0.482
H  2.766  3.398  1.456

---

DFT (ωB97M-V/def2-TZVPD) results for C19H19CoN6O3S3 as an isolated structure in a non-equilibrium geometry.

- Net charge: -1
- Spin multiplicity: 4
- Highest occupied orbital energy (spin up / spin down): -2.49 / -4.17 eV
- DFT total energy: -3867.0988 Eh
- <S²>: 3.81
- Orbital gap (spin up / spin down): 4.7 / 5.1 eV

CARTESIAN COORDINATES (ANGSTROEM)
Co  -0.024  -0.102  -0.212
C  -4.473  1.267  -3.574
S  -2.784  1.930  -3.579
C  -1.884  0.750  -2.593
S  -2.629  -0.075  -1.268
N  -0.642  0.662  -2.932
N  0.132  -0.064  -2.094
C  0.900  -1.028  -2.603
C  1.237  -2.028  -1.695
C  2.069  -3.149  -1.960
C  2.255  -4.104  -1.008
C  1.616  -3.957  0.249
C  0.846  -2.840  0.467
N  0.627  -1.886  -0.445
H  -5.149  2.091  -3.791
H  -4.669  0.856  -2.588
H  -4.570  0.492  -4.333
H  1.100  -1.064  -3.668
H  2.543  -3.214  -2.931
H  2.886  -4.964  -1.198
H  1.736  -4.696  1.029
H  0.367  -2.696  1.428
O  -0.351  3.826  0.541
C  0.179  2.809  0.104
O  -0.407  1.691  -0.052
C  1.629  2.930  -0.351
C  1.983  4.142  -0.932
C  3.278  4.398  -1.351
C  4.267  3.440  -1.152
C  3.945  2.239  -0.558
C  2.621  1.946  -0.178
S  2.342  0.379  0.492
H  1.206  4.888  -1.037
H  3.519  5.343  -1.821
H  5.292  3.639  -1.445
H  4.703  1.485  -0.391
C  -2.741  -1.984  4.201
N  -1.941  -1.023  3.481
C  -0.989  -0.141  4.114
C  -0.143  0.331  2.911
O  0.759  1.123  2.989
N  -0.630  -0.311  1.791
C  -1.647  -1.069  2.158
N  -2.312  -1.849  1.301
H  -2.231  -2.250  5.128
H  -2.860  -2.891  3.610
H  -3.729  -1.590  4.455
H  -0.361  -0.662  4.841
H  -1.462  0.716  4.595
H  -2.161  -1.610  0.311
H  -3.247  -2.129  1.543

---

DFT (ωB97M-V/def2-TZVPD) results for a 5-piece molecular cluster, C19H19F11NO14S overall in a non-equilibrium geometry.

- Net charge: +1
- Spin multiplicity: 1
- Highest occupied orbital energy: -13.40 eV
- DFT total energy: -3340.0374 Eh
- Orbital gap: 9.0 eV

CARTESIAN COORDINATES (ANGSTROEM)
O  -2.789  0.588  2.028
S  -2.713  0.275  0.636
O  -2.381  -1.072  0.252
C  -1.413  1.323  -0.029
C  -1.209  1.466  -1.493
N  -1.027  2.695  -1.802
C  -1.193  3.647  -0.710
C  -1.147  2.746  0.538
C  -4.393  0.547  -0.182
F  -5.277  0.122  0.732
F  -4.424  -0.253  -1.248
C  -4.826  1.962  -0.636
F  -5.942  1.808  -1.366
F  -3.867  2.463  -1.444
C  -5.147  2.995  0.491
F  -6.376  2.831  0.934
F  -4.283  2.879  1.497
F  -5.024  4.223  -0.028
H  -0.571  0.670  0.290
H  -1.166  0.658  -2.214
H  -0.783  3.000  -2.738
H  -0.446  4.438  -0.736
H  -2.160  4.152  -0.780
H  -1.792  3.031  1.357
H  -0.096  2.700  0.823
C  1.527  -0.708  1.285
C  2.792  -1.097  0.544
O  2.760  -0.219  -0.588
C  2.063  0.874  -0.259
O  1.977  1.869  -0.907
O  1.382  0.686  0.904
F  2.744  -2.359  0.113
H  0.675  -1.281  0.908
H  1.594  -0.809  2.364
H  3.715  -0.928  1.100
C  4.701  6.093  -0.897
C  4.876  4.665  -0.420
O  3.599  4.376  0.135
C  2.690  5.164  -0.479
O  1.510  5.015  -0.407
O  3.295  6.135  -1.185
F  5.813  4.548  0.542
H  4.928  6.800  -0.099
H  5.278  6.337  -1.784
H  5.087  3.942  -1.209
C  -1.295  -4.871  1.688
C  -1.579  -3.518  2.298
O  -0.425  -3.301  3.099
C  0.606  -4.001  2.549
O  1.750  -3.822  2.800
O  0.135  -4.884  1.641
F  -2.681  -3.529  3.083
H  -1.646  -5.675  2.337
H  -1.709  -4.991  0.691
H  -1.665  -2.703  1.581
C  1.491  -6.338  -2.371
C  2.206  -6.292  -1.037
O  2.033  -4.938  -0.645
C  0.900  -4.485  -1.228
O  0.326  -3.484  -0.929
O  0.489  -5.326  -2.200
F  3.525  -6.556  -1.150
H  2.164  -6.053  -3.181
H  1.030  -7.295  -2.593
H  1.780  -6.937  -0.267

---

DFT (ωB97M-V/def2-TZVPD) results for C19H19F6I2N5O5S3V as an isolated structure.

- Spin multiplicity: 2
- Highest occupied orbital energy (spin up / spin down): -7.16 / -6.61 eV
- DFT total energy: -4718.6157 Eh
- Relative energy (zero: lowest compared OMol25 entry of this formula, charge and spin): 59.68 kJ/mol
- <S²>: 0.76
- Orbital gap (spin up / spin down): 7.0 / 6.4 eV

CARTESIAN COORDINATES (ANGSTROEM)
V  0.125  0.070  0.196
I  -3.065  -6.615  -0.251
C  -1.915  -4.943  0.219
C  -0.534  -5.042  0.257
C  0.228  -3.925  0.563
I  2.300  -4.073  0.561
C  -0.366  -2.690  0.838
O  0.354  -1.620  1.107
C  -1.773  -2.616  0.799
C  -2.425  -1.305  1.119
N  -2.031  -0.223  0.187
C  -2.601  1.061  0.593
C  -1.790  1.637  1.727
C  -2.282  2.548  2.649
C  -1.447  2.982  3.665
C  -0.153  2.486  3.752
C  0.266  1.586  2.792
N  -0.530  1.195  1.796
C  -2.533  -3.730  0.488
H  -0.047  -5.981  0.036
H  -3.514  -1.421  1.110
H  -2.134  -0.980  2.122
H  -2.322  -0.471  -0.759
H  -2.549  1.735  -0.266
H  -3.652  0.983  0.894
H  -3.303  2.897  2.577
H  -1.807  3.696  4.395
H  0.519  2.791  4.540
H  1.265  1.166  2.784
H  -3.613  -3.647  0.446
F  -0.064  4.588  -1.580
C  0.931  3.959  -0.954
F  2.055  4.641  -1.122
F  0.644  3.881  0.341
S  1.081  2.282  -1.706
O  -0.167  1.600  -1.323
O  1.283  2.503  -3.101
N  2.290  1.736  -0.873
S  2.609  0.182  -0.776
O  1.695  -0.629  -1.555
O  2.787  -0.146  0.606
C  4.251  0.036  -1.608
F  4.552  -1.248  -1.741
F  4.200  0.604  -2.807
F  5.177  0.637  -0.874
S  -1.545  -2.025  -2.637
C  -0.798  -1.057  -3.797
N  0.454  -1.330  -4.196
C  1.237  -0.493  -5.090
C  0.303  0.198  -6.071
C  -0.796  0.911  -5.300
N  -1.430  -0.032  -4.390
H  0.922  -2.009  -3.619
H  1.948  -1.129  -5.616
H  1.803  0.250  -4.520
H  -0.138  -0.543  -6.740
H  0.858  0.915  -6.675
H  -1.559  1.298  -5.975
H  -0.377  1.752  -4.742
H  -2.371  0.121  -4.074

---

DFT (ωB97M-V/def2-TZVPD) results for one molecule with the formula C19H19N3 in a non-equilibrium geometry.

- Spin multiplicity: 1
- Highest occupied orbital energy: -8.85 eV
- DFT total energy: -899.6406 Eh
- Relative energy (zero: lowest compared OMol25 entry of this formula, charge and spin): 153.12 kJ/mol
- Orbital gap: 9.4 eV

CARTESIAN COORDINATES (ANGSTROEM)
N  3.656  -3.638  -0.698
C  2.964  -3.105  0.056
C  2.144  -2.312  0.910
C  2.377  -2.170  2.310
C  1.508  -1.396  3.100
C  0.431  -0.709  2.499
C  0.198  -0.801  1.108
C  1.078  -1.604  0.337
C  -0.996  -0.113  0.466
C  -0.655  0.960  -0.578
C  -0.156  0.334  -1.886
C  -1.083  -0.290  -2.718
C  -0.717  -0.774  -3.992
C  0.594  -0.604  -4.362
C  1.507  -0.044  -3.475
N  1.125  0.462  -2.278
C  -1.709  2.036  -0.919
C  -0.754  3.166  -0.556
C  0.192  2.103  0.003
N  -1.875  0.497  1.498
C  -1.909  -0.145  2.823
C  -0.500  0.044  3.387
H  3.243  -2.635  2.784
H  1.718  -1.297  4.163
H  0.862  -1.693  -0.728
H  -1.527  -0.958  -0.018
H  -2.088  -0.430  -2.374
H  -1.395  -1.290  -4.691
H  0.945  -0.949  -5.325
H  2.569  0.018  -3.719
H  -2.640  2.030  -0.296
H  -2.047  2.048  -1.948
H  -1.100  3.892  0.211
H  -0.321  3.714  -1.432
H  0.290  2.086  1.081
H  1.230  2.201  -0.397
H  -1.601  1.479  1.626
H  -2.163  -1.169  2.703
H  -2.687  0.282  3.473
H  -0.253  1.118  3.436
H  -0.457  -0.342  4.417

---

DFT (ωB97M-V/def2-TZVPD) results for one molecule with the formula C19H19N3O2S in a non-equilibrium geometry.

- Spin multiplicity: 1
- Highest occupied orbital energy: -8.12 eV
- DFT total energy: -1448.4133 Eh
- Relative energy (zero: lowest compared OMol25 entry of this formula, charge and spin): 96.20 kJ/mol
- Orbital gap: 8.7 eV

CARTESIAN COORDINATES (ANGSTROEM)
C  -6.052  -2.618  -0.678
C  -5.339  -1.302  -0.741
C  -5.841  -0.266  -1.522
C  -5.179  0.948  -1.602
C  -4.005  1.150  -0.904
C  -3.490  0.122  -0.117
C  -2.262  0.333  0.616
N  -1.546  1.420  0.625
C  -0.487  1.158  1.446
C  0.569  2.158  1.713
S  1.440  2.642  0.177
C  2.350  1.194  -0.171
N  2.391  0.217  0.682
C  3.143  -0.846  0.310
C  3.828  -0.945  -0.863
C  3.798  0.120  -1.823
O  4.344  0.198  -2.902
N  3.001  1.188  -1.357
C  4.543  -2.255  -0.974
C  4.481  -2.808  0.462
C  3.309  -2.080  1.144
C  -0.605  -0.122  1.919
C  0.217  -0.928  2.851
O  -1.739  -0.643  1.393
C  -4.161  -1.098  -0.040
H  -5.849  -3.195  -1.581
H  -5.723  -3.200  0.179
H  -7.128  -2.470  -0.612
H  -6.759  -0.415  -2.072
H  -5.585  1.741  -2.213
H  -3.472  2.086  -0.950
H  1.315  1.773  2.403
H  0.142  3.093  2.075
H  2.921  1.991  -1.972
H  5.563  -2.132  -1.337
H  4.019  -2.905  -1.680
H  4.355  -3.889  0.479
H  5.409  -2.568  0.983
H  3.508  -1.847  2.189
H  2.390  -2.669  1.099
H  1.268  -0.725  2.666
H  -0.017  -0.679  3.886
H  0.013  -1.985  2.696
H  -3.752  -1.887  0.574